# 1
The following is a DFT calculation (ωB97M-V with the def2-TZVPD basis set) of C23H19BrCl2INO5SeSiY as an isolated structure.

Positions of all 55 atoms, in Å:
Y1 -0.21708 -0.06999 -0.22045
Cl1 1.29624 1.37361 4.18624
C1 0.03030 0.22062 3.88536
C2 -0.89647 -0.02825 4.92051
C3 -1.90553 -0.92302 4.74206
Cl2 -3.04493 -1.21423 6.03299
C4 -2.04492 -1.62450 3.51319
C5 -3.09222 -2.52090 3.21255
C6 -3.15108 -3.10034 1.97753
C7 -2.16051 -2.79033 1.02919
N1 -1.16265 -1.97797 1.27968
C8 -1.10301 -1.38578 2.50162
C9 -0.03353 -0.42600 2.67735
O1 0.77680 -0.21987 1.67670
H1 -0.79395 0.50491 5.85470
H2 -3.85180 -2.72232 3.95575
H3 -3.95797 -3.76501 1.70487
H4 -2.21029 -3.20368 0.02920
O2 -2.15541 0.93438 0.83320
Se1 -2.95696 0.73065 -0.65005
O3 -4.55030 0.50185 -0.56237
O4 -2.11897 -0.67786 -1.12340
O5 -2.35139 1.89768 -1.61472
C10 0.82626 2.12354 -3.32900
Si1 1.22946 0.41067 -2.61362
C11 3.11426 0.24047 -2.87686
C12 0.54592 -0.84357 -3.88513
C13 -0.35425 -0.49413 -4.89352
C14 -0.86132 -1.43197 -5.78041
C15 -0.47983 -2.76105 -5.68594
C16 0.40776 -3.14049 -4.68936
C17 0.90183 -2.19348 -3.80728
H5 1.13905 2.20090 -4.37376
H6 1.37380 2.87631 -2.75325
H7 -0.23557 2.36418 -3.25288
H8 3.37596 0.48989 -3.90842
H9 3.46327 -0.77647 -2.68931
H10 3.66819 0.89929 -2.21861
H11 -0.67874 0.53410 -4.98239
H12 -1.56281 -1.12471 -6.54645
H13 -0.87561 -3.49601 -6.37549
H14 0.71058 -4.17703 -4.59987
H15 1.59347 -2.51680 -3.03430
Br1 3.17649 1.96077 0.66746
C18 2.73237 3.75917 0.37780
C19 3.77082 4.66518 0.17872
C20 3.50233 6.00847 -0.00562
C21 2.18809 6.45701 0.01328
C22 1.15748 5.55374 0.20568
C23 1.41451 4.18494 0.38938
I1 -0.23961 2.97673 0.65589
H16 4.78871 4.30405 0.17636
H17 4.31892 6.70003 -0.15927
H18 1.96296 7.50430 -0.13302
H19 0.13750 5.90555 0.20612

Output
- charge = -1
- spin multiplicity = 1
- relative energy (zero: lowest compared OMol25 entry of this formula, charge and spin) (kJ/mol) = 81.1
- E_LUMO (Eh) = 0.08079
- frontier orbital gap (eV) = 6.84


# 2
The following is a DFT calculation (ωB97M-V with the def2-TZVPD basis set) of C4H8N2O2 in the gas phase at a distorted geometry.

Positions of all 16 atoms, in Å:
O1 2.68218 -0.38010 0.09848
N1 1.92627 0.57724 0.15854
N2 0.61348 0.31175 0.07228
C1 -0.30038 1.34930 -0.30448
C2 -1.68454 0.97290 0.31377
C3 -2.08651 -0.42090 -0.10276
C4 -0.90604 -1.39746 0.24900
O2 0.26474 -0.97621 -0.45689
H1 -0.36300 1.48302 -1.38298
H2 0.09360 2.29978 0.06523
H3 -1.68637 1.12426 1.40291
H4 -2.45124 1.66133 -0.06899
H5 -3.03583 -0.75714 0.35445
H6 -2.24512 -0.42348 -1.19230
H7 -1.03824 -2.38472 -0.19355
H8 -0.76258 -1.39850 1.33365

Output
- charge = 0
- spin multiplicity = 1
- relative energy (zero: lowest compared OMol25 entry of this formula, charge and spin) (kJ/mol) = 498.1
- E_LUMO (Eh) = 0.02677
- frontier orbital gap (eV) = 10.06
- SMILES string = O=NN1CCCCO1


# 3
The following is a DFT calculation (ωB97M-V with the def2-TZVPD basis set) of C11H20Cl2ORu as an isolated structure at a distorted geometry.

Positions of all 35 atoms, in Å:
Ru1 -1.64610 0.29119 0.27281
Cl1 -0.92564 2.24013 -0.67168
Cl2 -1.64612 -1.37105 1.78525
C1 -3.12638 1.16060 0.89946
H1 -3.89518 0.75744 1.59303
H2 -3.48869 2.09858 0.42117
C2 0.49776 -1.38170 -1.30131
C3 -0.78530 -1.01623 -1.33015
H3 0.96083 -1.70949 -0.36956
C4 -1.48428 -0.49509 -2.60541
H4 -1.49348 -1.57443 -0.62816
C5 -0.83245 -0.95136 -3.90763
H5 -2.54775 -0.73215 -2.57953
H6 -1.43855 0.59633 -2.57024
C6 0.68222 -0.81559 -3.78162
H7 -1.14111 -1.97039 -4.12831
H8 -1.19739 -0.35673 -4.75274
C7 1.25156 -1.59973 -2.56841
H9 1.17357 -1.18042 -4.68994
H10 0.94056 0.24614 -3.67345
H11 1.19392 -2.67626 -2.81735
H12 2.33427 -1.44055 -2.42506
C8 1.57727 0.14572 3.80744
C9 1.19927 1.64137 3.85921
C10 0.60262 1.91723 2.47649
O1 0.78655 0.76149 1.62116
C11 1.72330 -0.09909 2.30497
H13 2.49088 -0.08522 4.36923
H14 0.74369 -0.45837 4.19958
H15 2.10309 2.24163 4.00761
H16 0.49757 1.86777 4.66580
H17 -0.47532 2.12104 2.52981
H18 1.07554 2.78525 1.99077
H19 2.75533 0.18011 1.99969
H20 1.53394 -1.13817 1.99706

Output
- charge = 0
- spin multiplicity = 5
- relative energy (zero: lowest compared OMol25 entry of this formula, charge and spin) (kJ/mol) = 0.0
- E_LUMO (alpha / beta) (Eh) = -0.00386 / -0.05426
- frontier orbital gap (alpha / beta) (eV) = 6.86 / 7.46
- <S²> = 6.015


Among the records above, which one has the lowest charge?
C23H19BrCl2INO5SeSiY